## i
Entry from OMol25: the molecule C3H5NO4 (ωB97M-V with the def2-TZVPD basis set).

Each line ends with the Löwdin charge.
Positions of all 13 atoms, in Å:
N (-0.22934, 1.79548, 0.37267)  0.09
C (-0.19702, 0.19605, 0.50138)  -0.14
C (1.11988, -0.46971, 0.03218)  -0.42
O (1.25140, -1.68517, -0.03655)  0.09
O (2.05188, 0.33044, -0.56700)  0.10
C (-1.33947, -0.38589, -0.19061)  -0.49
O (-2.16709, 0.28411, -0.77929)  0.12
O (-1.56414, -1.69269, 0.03935)  0.14
H (0.40649, 2.09501, -0.28945)  0.02
H (-1.15367, 1.87746, -0.07193)  0.06
H (-0.15697, -0.01466, 1.64224)  0.19
H (2.73284, -0.24409, -1.01346)  0.16
H (-0.75476, -2.08634, 0.36046)  0.09

Properties
Frontier orbital gap: 10.8 eV
Charge: 0
HOMO: -0.3838 hartree

---

## ii
Entry from OMol25: a cluster of 2 separate species, C3H5NO4 in total (ωB97M-V with the def2-TZVPD basis set).

Each line ends with the Löwdin charge.
Positions of all 13 atoms, in Å:
C (-0.78667, -0.17467, -0.91914)  -0.28
C (1.37302, 0.07061, -0.35731)  -0.41
N (-0.95209, -1.37311, -0.32719)  0.16
C (0.74327, 1.00487, 1.14191)  -0.31
O (1.81187, 0.05795, 0.92628)  0.06
O (-1.53173, 0.84035, -0.54648)  0.06
O (1.95166, -0.46547, -1.26568)  0.05
O (-0.31252, 0.72021, 1.70207)  0.00
H (-1.46651, 0.92737, 0.44812)  0.10
H (-0.47145, -0.16954, -1.95522)  0.15
H (-0.30568, -2.09972, -0.60340)  0.13
H (-1.18172, -1.36724, 0.66032)  0.13
H (1.12855, 2.02839, 1.09573)  0.15

Properties
Frontier orbital gap: 8.4 eV
Charge: 0
HOMO: -0.3069 hartree

---

Energetically preferred structure: i | next structure: +2.776 eV

---

## i
Entry from OMol25: a cluster of 2 separate species, C2H5N4O2 in total (ωB97M-V with the def2-TZVPD basis set).

Each line ends with the Löwdin charge.
Positions of all 13 atoms, in Å:
C (3.08079, 0.04057, -0.15123)  -0.37
C (-0.32650, 0.15633, -0.38850)  0.06
N (3.27752, -1.10236, -0.21147)  0.27
N (-2.46545, 0.97434, -0.64981)  0.29
N (-1.75397, 0.15173, -0.11741)  -0.26
N (-2.10220, -0.92519, 0.61400)  0.21
O (2.77957, 1.16086, -0.21418)  0.16
O (0.16321, 1.31479, -0.15652)  0.17
H (3.92499, -1.52705, 0.30733)  0.06
H (-3.38629, 0.76799, -0.79564)  0.09
H (-3.01302, -0.97660, 1.06387)  0.16
H (1.11159, 1.37877, -0.22904)  0.05
H (-1.29024, -1.41418, 0.92861)  0.12

Properties
Frontier orbital gap: 9.2 eV
Charge: +1
HOMO: -0.5523 hartree

---

## ii
Entry from OMol25: the ion C2H5N4O2 with charge +1 (ωB97M-V with the def2-TZVPD basis set).

Each line ends with the Löwdin charge.
Positions of all 13 atoms, in Å:
N (0.18739, -1.43962, -0.14917)  0.14
N (0.34780, -0.04554, 0.07991)  -0.17
N (-0.72707, 0.78155, -0.14281)  0.11
C (1.53666, 0.54338, -0.08665)  -0.25
O (1.77649, 1.82169, -0.04257)  0.24
N (2.65916, -0.31607, 0.00034)  0.25
C (3.85414, -0.15404, 0.00814)  -0.24
O (4.96381, -0.34170, 0.01799)  0.32
H (0.57112, -1.56223, -1.05801)  0.10
H (0.54891, -2.06064, 0.56770)  0.12
H (-1.13025, 0.82344, 0.78156)  0.12
H (-1.42461, 0.48842, -0.83945)  0.14
H (1.03000, 2.35444, 0.15419)  0.13

Properties
Frontier orbital gap: 10.6 eV
Charge: +1
HOMO: -0.5673 hartree

---

Energetically preferred structure: ii | next structure: +3.078 eV

---

## i
Entry from OMol25: a structure of composition C34H44AsCl2N6OSTi (ωB97M-V with the def2-TZVPD basis set).

Each line ends with the Löwdin charge.
Positions of all 90 atoms, in Å:
Ti (-0.88676, 0.99617, 0.85428)  0.70
S (0.66845, 2.61028, 1.74873)  0.66
C (1.97079, 2.85724, 0.59460)  -0.67
C (2.35627, 4.17194, 0.34062)  -0.14
C (3.45047, 4.43660, -0.45775)  -0.07
C (4.17979, 3.39112, -1.00095)  -0.07
C (3.78808, 2.08308, -0.76264)  -0.10
C (2.67337, 1.79160, 0.01526)  -0.39
As (2.05716, -0.03463, 0.40709)  1.36
C (1.72423, -0.75987, -1.38922)  -0.38
C (1.27401, -2.07564, -1.45533)  -0.13
C (1.00632, -2.67930, -2.67035)  -0.09
C (1.18706, -1.96864, -3.84612)  -0.08
C (1.65203, -0.66517, -3.79751)  -0.08
C (1.92098, -0.07004, -2.57552)  -0.13
C (3.84275, -0.90518, 0.56434)  -0.36
C (4.62042, -1.27023, -0.52961)  -0.12
C (5.83501, -1.91108, -0.35628)  -0.07
C (6.28436, -2.21605, 0.91708)  -0.08
C (5.52379, -1.86144, 2.01820)  -0.08
C (4.31399, -1.21130, 1.83914)  -0.13
H (1.79914, 4.97852, 0.79665)  0.11
H (3.74798, 5.45861, -0.63992)  0.11
H (5.05844, 3.60127, -1.59438)  0.11
H (4.38385, 1.27308, -1.16778)  0.10
H (1.15344, -2.64435, -0.53825)  0.09
H (0.66701, -3.70535, -2.70780)  0.11
H (0.99209, -2.43924, -4.79751)  0.11
H (1.81763, -0.11588, -4.71421)  0.11
H (2.30555, 0.94175, -2.54498)  0.09
H (4.27226, -1.06762, -1.53540)  0.10
H (6.42331, -2.18514, -1.22067)  0.11
H (7.21976, -2.73901, 1.04297)  0.11
H (5.86977, -2.10639, 3.01248)  0.11
H (3.71916, -0.93450, 2.70571)  0.09
N (-1.77591, 1.58493, 3.04378)  -0.09
C (-1.13840, 1.32276, 4.33971)  -0.25
C (-0.62918, -0.11465, 4.40757)  -0.26
N (0.36119, -0.32272, 3.34889)  -0.04
H (-1.78992, 2.59747, 2.89297)  0.07
H (-2.75127, 1.27865, 3.09508)  0.05
H (-1.83712, 1.48537, 5.16929)  0.12
H (-0.29176, 2.00599, 4.46739)  0.10
H (-1.46250, -0.81438, 4.25344)  0.10
H (-0.22018, -0.28535, 5.41448)  0.12
H (0.89362, -1.17013, 3.53379)  0.08
H (1.03288, 0.44910, 3.37441)  0.03
C (-2.72726, -3.89044, 1.20918)  -0.07
N (-1.45677, -3.24322, 0.93101)  -0.15
C (-0.47271, -3.47359, 1.96941)  -0.05
C (-1.41494, -2.06776, 0.21074)  -0.48
N (-0.77158, -1.01620, 0.65999)  -0.06
N (-2.01388, -2.07110, -0.99526)  -0.11
C (-2.17815, -0.87131, -1.78338)  -0.02
C (-2.41220, -3.28560, -1.67141)  -0.04
H (-2.98160, -3.76806, 2.26480)  0.09
H (-2.66354, -4.95698, 0.99840)  0.10
H (-3.52700, -3.45228, 0.62393)  0.07
H (-0.45399, -4.54303, 2.17627)  0.10
H (-0.71110, -2.95826, 2.90784)  0.08
H (0.51977, -3.17566, 1.62629)  0.09
H (-0.45519, -1.16116, 1.62434)  0.01
H (-1.93543, 0.00984, -1.18304)  0.04
H (-3.21509, -0.80178, -2.12152)  0.11
H (-1.52277, -0.89745, -2.65868)  0.10
H (-1.92411, -4.14797, -1.22619)  0.09
H (-2.11207, -3.21825, -2.71734)  0.10
H (-3.49596, -3.42111, -1.63930)  0.10
Cl (-3.47899, -0.57281, 1.68466)  0.84
C (-4.34584, 0.41533, 0.55418)  -0.55
C (-5.62457, 0.08200, 0.18008)  -0.11
C (-6.30405, 0.90051, -0.71040)  -0.08
C (-5.69603, 2.05614, -1.18064)  -0.11
C (-4.41111, 2.37187, -0.79933)  -0.59
Cl (-3.68748, 3.81598, -1.39256)  0.77
C (-3.63375, 1.54766, 0.06276)  -0.44
N (-2.37304, 1.76193, 0.38322)  -0.11
H (-6.08436, -0.80450, 0.58885)  0.11
H (-7.30581, 0.65333, -1.01584)  0.11
H (-6.23241, 2.72116, -1.83954)  0.11
C (-0.45729, 3.90959, -1.24561)  -0.05
C (-0.20448, 2.54876, -1.78281)  -0.40
C (0.01045, 2.42891, -3.26153)  0.02
O (-0.17784, 1.54329, -1.07006)  -0.12
H (0.41724, 4.54161, -1.39135)  0.10
H (-0.70433, 3.85340, -0.18114)  0.05
H (-1.28206, 4.37445, -1.78188)  0.04
H (-0.67191, 3.07047, -3.81008)  0.10
H (-0.11178, 1.39713, -3.58113)  0.08
H (1.02155, 2.75290, -3.51167)  0.11

Properties
Frontier orbital gap: 7.4 eV
Charge: +1
HOMO: -0.3690 hartree

---

## ii
Entry from OMol25: a structure of composition C34H44AsCl2N6OSTi (ωB97M-V with the def2-TZVPD basis set).

Each line ends with the Löwdin charge.
Positions of all 90 atoms, in Å:
Ti (0.65450, 0.17973, -1.03860)  0.54
S (1.91184, 2.02342, -0.07459)  0.61
C (1.97213, 1.98587, 1.70455)  -0.64
C (2.74726, 2.96048, 2.33914)  -0.12
C (2.85221, 2.99561, 3.71924)  -0.07
C (2.19506, 2.05006, 4.49875)  -0.07
C (1.43420, 1.07482, 3.87928)  -0.11
C (1.30791, 1.04189, 2.49031)  -0.40
As (0.24287, -0.32620, 1.62231)  1.32
C (0.55378, -1.80322, 2.88497)  -0.34
C (1.83373, -2.31523, 3.09068)  -0.13
C (2.05512, -3.29743, 4.04530)  -0.07
C (1.00285, -3.78694, 4.80633)  -0.07
C (-0.27020, -3.27817, 4.61192)  -0.07
C (-0.49616, -2.29088, 3.65905)  -0.09
C (-1.56765, 0.12060, 2.17612)  -0.40
C (-1.85764, 1.08235, 3.13378)  -0.09
C (-3.17102, 1.27061, 3.55579)  -0.07
C (-4.19377, 0.50571, 3.01702)  -0.08
C (-3.91037, -0.44490, 2.04039)  -0.09
C (-2.60393, -0.63062, 1.61531)  -0.13
H (3.26973, 3.69006, 1.73278)  0.10
H (3.46113, 3.75831, 4.18910)  0.11
H (2.28157, 2.06944, 5.57758)  0.11
H (0.93697, 0.32282, 4.48049)  0.11
H (2.67784, -1.92497, 2.54723)  0.05
H (3.05905, -3.67453, 4.19814)  0.11
H (1.17662, -4.55318, 5.55163)  0.11
H (-1.09936, -3.64233, 5.20590)  0.11
H (-1.49873, -1.91481, 3.53438)  0.09
H (-1.06629, 1.68169, 3.56181)  0.10
H (-3.38945, 2.01614, 4.31046)  0.11
H (-5.21220, 0.64669, 3.35733)  0.11
H (-4.70845, -1.04231, 1.61575)  0.11
H (-2.38371, -1.37448, 0.85714)  0.11
N (0.59912, 1.28853, -3.01148)  -0.04
C (-0.31697, 2.30069, -3.58144)  -0.22
C (0.03154, 3.70344, -3.14471)  -0.27
N (-0.28636, 3.97332, -1.74345)  0.00
H (1.54768, 1.65030, -3.06376)  0.07
H (0.61784, 0.46771, -3.61110)  0.09
H (-1.34142, 2.05904, -3.30109)  0.09
H (-0.24139, 2.26771, -4.66981)  0.12
H (-0.56055, 4.37356, -3.76803)  0.12
H (1.08558, 3.89243, -3.39472)  0.12
H (-0.19146, 4.96531, -1.56179)  0.08
H (0.38658, 3.51367, -1.13169)  -0.04
C (-3.80652, 0.67918, -3.48294)  -0.05
N (-2.90414, 0.17044, -2.45538)  -0.15
C (-2.23245, -1.07250, -2.79071)  -0.09
C (-2.53635, 0.91404, -1.38911)  -0.43
N (-1.32546, 0.83389, -0.86901)  0.03
N (-3.46330, 1.76548, -0.88089)  -0.12
C (-3.07664, 2.89743, -0.04749)  -0.03
C (-4.87126, 1.39525, -0.78340)  -0.04
H (-3.31838, 0.56435, -4.45269)  0.09
H (-4.01775, 1.73174, -3.32473)  0.09
H (-4.74635, 0.12501, -3.51322)  0.09
H (-2.97808, -1.84286, -2.99815)  0.09
H (-1.60150, -1.40314, -1.97498)  0.02
H (-1.61412, -0.95397, -3.68650)  0.09
H (-1.31603, 1.39219, -0.01991)  0.03
H (-2.11624, 3.29053, -0.37468)  0.06
H (-3.05225, 2.62868, 1.01110)  0.08
H (-3.81532, 3.68720, -0.18300)  0.10
H (-5.03656, 0.39733, -1.17709)  0.09
H (-5.50582, 2.10271, -1.32039)  0.10
H (-5.16269, 1.39777, 0.26864)  0.08
Cl (2.94027, -1.25733, 0.11309)  0.80
C (2.30273, -2.78910, -0.43039)  -0.53
C (2.94254, -3.96254, -0.08913)  -0.10
C (2.42677, -5.15727, -0.56720)  -0.07
C (1.30291, -5.14446, -1.37878)  -0.10
C (0.68587, -3.94677, -1.69999)  -0.59
Cl (-0.70395, -3.97194, -2.73850)  0.73
C (1.14453, -2.71789, -1.21935)  -0.41
N (0.55406, -1.49203, -1.47454)  -0.14
H (3.82597, -3.94152, 0.53585)  0.11
H (2.90147, -6.09526, -0.31198)  0.11
H (0.89442, -6.06567, -1.77194)  0.11
C (4.46981, -1.46324, -3.40694)  0.00
C (3.97395, -0.25615, -2.67168)  -0.50
C (4.98202, 0.63149, -2.00645)  -0.02
O (2.78011, -0.01031, -2.62052)  -0.07
H (5.22300, -1.17017, -4.14241)  0.10
H (3.64996, -1.98816, -3.88990)  0.09
H (4.96603, -2.12826, -2.69395)  0.10
H (5.82889, 0.05833, -1.62873)  0.09
H (4.51178, 1.21081, -1.21435)  0.05
H (5.36645, 1.32487, -2.76135)  0.10

Properties
Frontier orbital gap: 7.8 eV
Charge: +1
HOMO: -0.3732 hartree

---

Energetically preferred structure: ii | next structure: +0.682 eV

---

## i
Entry from OMol25: a cluster of 11 separate species, H21O11 in total (ωB97M-V with the def2-TZVPD basis set).

Each line ends with the Löwdin charge.
Positions of all 32 atoms, in Å:
O (-0.88024, -3.61784, 1.88864)  -0.08
H (-0.44913, -3.55350, 1.01155)  0.01
H (-1.73816, -3.80853, 1.51316)  0.02
O (0.75508, -3.18762, -1.30325)  -0.08
H (1.23639, -2.75378, -0.58222)  0.02
H (-0.07101, -2.73578, -1.50771)  0.00
O (3.96956, 0.54695, -0.57416)  -0.05
H (-3.20191, 3.55488, -1.08143)  0.03
H (-1.01931, 1.00820, -1.58334)  0.00
O (0.27479, -1.08273, 0.76928)  -0.16
H (-0.12922, -0.46407, 1.40044)  0.01
H (1.57207, 0.47557, 0.69878)  0.02
O (0.43342, 2.02666, 3.52852)  -0.07
H (-1.60351, 1.50313, 1.42390)  0.03
H (0.03839, -0.60864, -0.16425)  0.03
O (-1.01363, 1.89928, -1.96054)  -0.12
H (-0.05256, 1.82844, -2.07002)  0.03
H (1.39280, -0.10161, -1.64587)  -0.03
O (0.46787, 0.04040, -1.49385)  -0.37
H (3.35656, 0.95052, -1.17666)  0.01
O (-3.53324, 2.65450, -1.14102)  -0.08
H (3.48049, 0.36317, 0.22530)  -0.01
H (-2.83457, 2.09987, -1.49138)  -0.02
O (-0.36321, -1.74609, -3.22373)  -0.12
H (0.04318, -1.02088, -2.69837)  -0.03
H (-0.91486, -1.27765, -3.87930)  0.04
O (-1.97259, 1.23051, 2.28040)  -0.07
H (0.66150, 2.16436, 2.60301)  0.00
H (-2.52535, 0.46421, 2.02598)  0.06
O (2.01288, 1.05381, 1.36272)  -0.08
H (-0.21863, 2.69089, 3.79646)  0.04
H (1.49554, 0.77515, 2.14156)  0.03

Properties
Frontier orbital gap: 9.3 eV
Charge: -1
HOMO: -0.2352 hartree

---

## ii
Entry from OMol25: a cluster of 11 separate species, H21O11 in total (ωB97M-V with the def2-TZVPD basis set).

Each line ends with the Löwdin charge.
Positions of all 32 atoms, in Å:
O (-1.93833, 2.09223, 2.65008)  -0.13
H (-1.46634, 2.19954, 1.82880)  -0.06
H (-2.98820, 2.19516, 2.22722)  0.18
O (-0.49217, -2.59912, -1.55288)  -0.06
H (-1.47192, -2.62883, -1.42976)  0.04
H (-0.12781, -2.16958, -0.76801)  0.02
O (-3.77107, -1.17460, -2.60160)  -0.07
H (-0.50041, 2.87878, 1.74161)  0.00
H (3.67922, 0.55124, 2.78001)  0.03
O (-0.26975, 0.20833, -4.10080)  -0.05
H (-0.81037, -0.57693, -4.24766)  0.03
H (-0.21523, 0.26980, -3.14238)  0.02
O (1.07214, -0.88250, 1.55342)  -0.04
H (0.71165, -0.41214, 0.81164)  -0.06
H (1.99548, 2.00158, 0.07492)  0.02
O (3.51424, 0.01728, 3.54750)  -0.04
H (3.31113, -0.85545, 3.24598)  0.01
H (1.21780, 1.09815, -0.89749)  -0.03
O (2.01945, 1.58659, -0.80029)  -0.06
H (-3.58672, -0.83050, -1.73467)  -0.03
O (0.48698, 2.80084, 1.63181)  -0.12
H (-2.88571, -0.97216, -2.84179)  -0.02
H (0.41669, 1.93784, 1.11710)  -0.01
O (2.95435, -1.55389, -0.70057)  -0.07
H (2.69536, -0.79686, -0.10078)  0.03
H (2.34560, -2.15904, -0.34483)  -0.03
O (-0.30292, 0.65112, 0.14706)  -0.41
H (1.13665, -0.64101, 2.41746)  -0.02
H (-0.89154, 0.36174, 0.90628)  0.01
O (-2.39408, -0.77142, -0.43308)  -0.15
H (-1.85113, -1.64730, -0.36337)  0.06
H (-1.59306, -0.17890, -0.62090)  0.02

Properties
Frontier orbital gap: 9.4 eV
Charge: -1
HOMO: -0.2441 hartree

---

Energetically preferred structure: i | next structure: +1.874 eV